{"formula": "CsH12O6", "method": "the ωB97M-V functional and the def2-TZVPD basis", "charge": 1, "lumo_energy_ev": -3.6, "homo_energy_ha": -0.5420, "orbital_gap_ev": 11.1, "symbols": ["H", "O", "O", "H", "H", "H", "H", "O", "H", "Cs", "H", "H", "O", "O", "O", "H", "H", "H", "H"], "xyz": [[-0.9608, 1.1125, -2.3445], [-0.6441, -2.2964, 2.0907], [0.7672, 2.8016, 0.6297], [2.5752, -2.1807, -0.8754], [1.0316, 3.7133, 0.7413], [-1.2467, 2.1364, 1.4062], [-0.8295, -3.1993, 1.8118], [3.2797, -1.7559, -1.2969], [0.4517, 1.3388, -1.6712], [1.0460, -0.2949, 0.7053], [3.2074, -1.9050, -2.2341], [0.6845, 2.4894, 1.4954], [-1.6389, -1.1354, -0.4075], [-1.4843, 1.2695, 1.0815], [-0.4764, 1.3956, -1.5472], [-1.2083, -1.6799, 1.6462], [-0.9924, -1.2781, -1.0974], [-1.3585, 1.3541, 0.1361], [-2.2035, -1.8857, -0.2702]], "forces_ev_per_a": [[0.620, 0.250, 0.322], [1.141, -0.489, 0.682], [0.362, 0.477, -1.852], [-1.424, -1.495, 0.586], [0.214, 0.487, -0.191], [-0.330, 0.377, 0.108], [-0.295, 0.218, -0.012], [1.480, 1.563, -0.145], [1.162, 0.270, -0.794], [0.593, 0.046, 0.371], [-0.069, -0.253, -0.514], [-0.160, -0.584, 2.237], [0.342, 1.083, 0.481], [-0.013, -0.417, 0.792], [-1.775, -0.405, 0.002], [-1.008, 0.155, -0.457], [-0.432, -0.614, -0.467], [-0.105, 0.068, -0.650], [-0.305, -0.737, -0.499]], "mulliken_charge": [0.28, -0.67, -0.56, 0.26, 0.26, 0.25, 0.32, -0.60, 0.25, 1.06, 0.33, 0.30, -0.57, -0.59, -0.55, 0.33, 0.30, 0.31, 0.27]}